Here is C45H46BF5N8Sb2Zn as an isolated structure from the OMol25 dataset. Energies are from ωB97M-V/def2-TZVPD.

## Properties
- ΔE to the lowest compared entry with this formula, charge and spin: 11.0 kJ/mol
- Multiplicity: 2
- LUMO energy (spin up / spin down): -3.260 / -3.259 eV
- Total charge: +1
- ⟨S²⟩: 0.7891

Atoms and positions in Å:
Zn (1.2327, -0.6713, -1.2325)
C (2.3127, -4.2244, -0.3374)
C (1.1006, -3.9093, -1.1518)
C (0.2688, -4.8287, -1.7998)
C (-0.6530, -4.0726, -2.4876)
N (-0.3901, -2.7793, -2.2532)
N (0.6885, -2.6662, -1.4090)
B (-0.9423, -1.4738, -2.8613)
N (-1.1222, -0.4850, -1.5956)
C (-2.0819, -0.8018, -0.6715)
C (-2.7568, 0.3268, -0.3372)
C (-2.1675, 1.3538, -1.1442)
C (-1.4286, 3.7654, -1.3189)
N (-1.2166, 0.8722, -1.9137)
N (0.1221, -0.8245, -3.7882)
C (0.2129, -0.7221, -5.1223)
C (1.3873, -0.0674, -5.4280)
C (1.9946, 0.1979, -4.1953)
C (3.2970, 0.8770, -3.9214)
N (1.2286, -0.2668, -3.2134)
N (-2.2668, -1.6319, -3.5616)
C (-2.8774, -0.7336, -4.3776)
C (-4.1663, -1.1471, -4.5643)
C (-4.2793, -2.3289, -3.7920)
C (-5.4770, -3.2092, -3.6111)
N (-3.1417, -2.6097, -3.1805)
H (2.2829, -5.2725, -0.0409)
H (2.3694, -3.6093, 0.5536)
H (3.2233, -4.0583, -0.9122)
H (0.3471, -5.9046, -1.7736)
H (-1.4811, -4.3551, -3.1167)
H (-2.2347, -1.8332, -0.3796)
H (-3.5913, 0.4209, 0.3423)
H (-1.7756, 4.7749, -1.5421)
H (-0.7173, 3.4542, -2.0875)
H (-0.9115, 3.7930, -0.3543)
H (-0.5525, -1.1315, -5.7652)
H (1.7658, 0.1799, -6.4080)
H (3.6949, 1.3055, -4.8395)
H (4.0337, 0.1772, -3.5256)
H (3.1737, 1.6806, -3.1945)
H (-2.3638, 0.1488, -4.7295)
H (-4.9281, -0.6683, -5.1610)
H (-5.8643, -3.5493, -4.5732)
H (-6.2837, -2.6767, -3.1028)
H (-5.2152, -4.0829, -3.0157)
C (-0.1744, 0.6188, 4.7145)
C (-0.7404, 1.9343, 4.1758)
C (-1.3640, 1.8184, 2.7736)
Sb (-0.0430, 1.2245, 1.1648)
C (1.0274, 3.0384, 0.9646)
C (1.8860, 3.1155, -0.1318)
C (2.5949, 4.2797, -0.3928)
C (2.4376, 5.3829, 0.4358)
C (1.5636, 5.3244, 1.5164)
C (0.8588, 4.1564, 1.7817)
C (-2.6362, 2.8033, -1.2758)
C (-3.5083, 3.1613, -0.0994)
C (-4.7768, 3.6108, -0.2260)
C (-5.3948, 3.7289, -1.4992)
C (-4.6681, 3.3612, -2.6629)
C (-3.3944, 2.9121, -2.5843)
Sb (1.2152, -0.1643, 3.2941)
C (0.4075, -2.0966, 3.0221)
C (-0.9011, -2.2042, 2.5500)
C (-1.4690, -3.4542, 2.3417)
C (-0.7371, -4.6038, 2.6174)
C (0.5622, -4.5013, 3.0980)
C (1.1411, -3.2513, 3.2890)
C (2.9558, -0.4544, 4.4086)
C (4.1376, 0.2231, 4.1121)
C (5.2396, 0.0501, 4.9416)
C (5.1534, -0.7852, 6.0480)
C (3.9684, -1.4531, 6.3373)
C (2.8577, -1.2933, 5.5192)
H (-0.9490, -0.1358, 4.8616)
H (0.3507, 0.7597, 5.6579)
H (0.0475, 2.6884, 4.1715)
H (-1.5103, 2.3031, 4.8586)
H (-1.7840, 2.7721, 2.4431)
H (-2.1788, 1.0909, 2.7711)
H (1.9970, 2.2690, -0.8024)
H (3.2646, 4.3272, -1.2445)
H (2.9900, 6.2930, 0.2348)
H (1.4277, 6.1910, 2.1512)
H (0.1657, 4.1444, 2.6121)
H (-3.0562, 3.0838, 0.8890)
H (-5.3357, 3.8837, 0.6618)
H (-6.4106, 4.0907, -1.5798)
H (-5.1463, 3.4356, -3.6336)
H (-2.8441, 2.6218, -3.4739)
H (-1.4994, -1.3227, 2.3431)
H (-2.4842, -3.5308, 1.9690)
H (-1.1818, -5.5794, 2.4564)
H (1.1353, -5.3967, 3.3121)
H (2.1671, -3.1902, 3.6364)
H (4.2142, 0.8606, 3.2419)
H (6.1651, 0.5670, 4.7183)
H (6.0163, -0.9203, 6.6886)
H (3.9059, -2.1032, 7.2009)
H (1.9359, -1.8133, 5.7566)
F (3.7428, -1.5440, -0.9777)
C (3.0166, -0.6647, -0.1816)
F (2.8619, -1.3097, 1.0510)
C (4.0090, 0.4581, 0.1393)
F (4.1910, 1.2464, -0.9279)
F (3.5342, 1.2284, 1.1319)
F (5.1924, -0.0193, 0.5242)

***

Here is C45H46BrClN2O2PRuTe as an isolated structure from the OMol25 dataset. Energies are from ωB97M-V/def2-TZVPD.

## Properties
- ΔE to the lowest compared entry with this formula, charge and spin: 1.6 kJ/mol
- Multiplicity: 2
- LUMO energy (spin up / spin down): -5.649 / -5.550 eV
- Total charge: +2
- ⟨S²⟩: 0.7605

Atoms and positions in Å:
Ru (0.1129, -0.7374, 0.0750)
Cl (-0.9872, -1.9729, 2.2066)
C (-0.0418, -1.3338, 3.5449)
C (-0.5980, -1.3943, 4.8073)
C (0.1255, -0.8884, 5.8788)
C (1.3776, -0.3323, 5.6689)
C (1.9158, -0.2839, 4.3906)
C (1.2153, -0.7885, 3.2984)
P (1.9410, -0.7601, 1.6102)
C (3.1892, 0.5473, 1.6379)
C (2.8873, 1.7585, 1.0183)
C (3.8321, 2.7694, 0.9577)
C (5.0858, 2.5781, 1.5230)
C (5.3873, 1.3824, 2.1609)
C (4.4438, 0.3669, 2.2217)
C (2.8670, -2.3393, 1.6412)
C (2.3559, -3.4214, 2.3597)
C (3.0128, -4.6425, 2.3595)
C (4.1914, -4.8048, 1.6445)
C (4.7130, -3.7344, 0.9328)
C (4.0543, -2.5123, 0.9308)
H (-1.5797, -1.8246, 4.9495)
H (-0.2986, -0.9250, 6.8728)
H (1.9392, 0.0714, 6.5000)
H (2.8867, 0.1682, 4.2424)
H (1.9113, 1.9017, 0.5758)
H (3.5935, 3.7041, 0.4666)
H (5.8282, 3.3632, 1.4691)
H (6.3613, 1.2365, 2.6084)
H (4.6953, -0.5663, 2.7092)
H (1.4474, -3.3204, 2.9385)
H (2.6107, -5.4642, 2.9382)
H (4.7120, -5.7534, 1.6592)
H (5.6453, -3.8408, 0.3935)
H (4.5026, -1.6870, 0.4009)
Br (-0.4767, 1.4460, 2.1217)
C (-0.5553, 2.7787, 0.7763)
C (-0.5691, 4.0831, 1.1635)
C (-0.7809, 5.0797, 0.1878)
C (-1.0451, 4.7157, -1.0988)
C (-1.0526, 3.3542, -1.4953)
C (-1.4217, 2.9981, -2.8141)
C (-1.4680, 1.6855, -3.1705)
C (-1.0512, 0.6892, -2.2581)
C (-0.6263, 0.9692, -0.9760)
C (-0.7206, 2.3347, -0.5565)
H (-0.4523, 4.3497, 2.2049)
H (-0.7784, 6.1205, 0.4801)
H (-1.2728, 5.4676, -1.8438)
H (-1.6887, 3.7803, -3.5133)
H (-1.7838, 1.3934, -4.1638)
H (-1.0504, -0.3347, -2.6150)
C (-0.1666, -5.5499, -0.0619)
N (1.1016, -5.0475, -0.5738)
C (2.1038, -6.0246, -0.9755)
C (1.3430, -3.7544, -0.6311)
O (0.5177, -2.8918, -0.2839)
H (-0.4769, -6.4036, -0.6615)
H (-0.9134, -4.7634, -0.1259)
H (-0.0566, -5.8670, 0.9767)
H (1.7441, -6.6012, -1.8270)
H (2.3069, -6.7038, -0.1471)
H (3.0269, -5.5178, -1.2465)
H (2.3304, -3.4924, -1.0292)
O (-1.7094, -1.5139, -0.7038)
C (-2.9092, -1.1679, -0.5336)
C (-3.9820, -1.9621, -1.2173)
C (-4.9073, -2.6945, -0.2327)
C (-5.9922, -1.8158, 0.3820)
C (-5.4822, -0.6651, 1.2429)
C (-4.6092, 0.3304, 0.4913)
N (-3.2469, -0.1549, 0.2437)
H (-3.4722, -2.6675, -1.8694)
H (-4.5711, -1.2906, -1.8507)
H (-4.3043, -3.1605, 0.5540)
H (-5.3858, -3.5099, -0.7756)
H (-6.6528, -2.4413, 0.9841)
H (-6.6103, -1.4075, -0.4244)
H (-4.9222, -1.0450, 2.1030)
H (-6.3385, -0.1189, 1.6425)
H (-4.4946, 1.2447, 1.0709)
H (-5.0699, 0.6103, -0.4593)
H (-2.4852, 0.3442, 0.6842)
C (3.8707, -0.2812, -1.6194)
Te (1.7520, -0.3401, -1.9530)
C (2.0241, 1.7194, -2.4361)
C (3.4462, 1.8102, -2.9123)
C (3.8746, 2.8622, -3.7156)
C (5.1958, 2.9276, -4.1261)
C (6.0931, 1.9378, -3.7457)
C (5.6694, 0.8845, -2.9524)
C (4.3456, 0.8217, -2.5296)
H (4.3045, -1.2463, -1.8746)
H (4.0852, -0.0398, -0.5826)
H (1.8287, 2.3245, -1.5540)
H (1.2949, 1.9778, -3.2002)
H (3.1711, 3.6258, -4.0243)
H (5.5251, 3.7437, -4.7547)
H (7.1213, 1.9827, -4.0781)
H (6.3667, 0.1074, -2.6638)

***

Here is C45H46N4O3P3S5Y as an isolated structure from the OMol25 dataset. Energies are from ωB97M-V/def2-TZVPD.

## Properties
- ΔE to the lowest compared entry with this formula, charge and spin: 30.5 kJ/mol
- Multiplicity: 2
- LUMO energy (spin up / spin down): 2.091 / 2.164 eV
- Total charge: -1
- ⟨S²⟩: 0.7699

Atoms and positions in Å:
Y (-0.2656, -1.3219, 0.0452)
S (-2.1206, -0.4120, -2.0572)
P (-1.4009, 1.3583, -1.4151)
C (-0.4402, 1.0877, -0.0576)
P (-0.8581, 1.6418, 1.4774)
S (-2.4098, 0.7346, 2.3528)
C (-1.0989, 3.4599, 1.5958)
C (-2.2203, 4.0133, 2.2021)
C (-2.3803, 5.3933, 2.2535)
C (-1.4196, 6.2280, 1.7007)
C (-0.2969, 5.6799, 1.0928)
C (-0.1391, 4.3040, 1.0388)
C (0.6348, 1.4429, 2.5197)
C (1.8899, 1.2958, 1.9352)
C (3.0266, 1.1997, 2.7291)
C (2.9154, 1.2597, 4.1103)
C (1.6642, 1.4017, 4.6992)
C (0.5278, 1.4891, 3.9083)
C (-2.7554, 2.5580, -1.1389)
C (-2.5575, 3.9239, -1.3429)
C (-3.5576, 4.8312, -1.0233)
C (-4.7611, 4.3813, -0.4984)
C (-4.9636, 3.0243, -0.2931)
C (-3.9644, 2.1141, -0.6117)
C (-0.5342, 2.1560, -2.8054)
C (0.7420, 2.6745, -2.6401)
C (1.3815, 3.3058, -3.7007)
C (0.7438, 3.4185, -4.9273)
C (-0.5369, 2.9034, -5.0954)
C (-1.1738, 2.2751, -4.0358)
H (-2.9671, 3.3467, 2.6163)
H (-3.2637, 5.8150, 2.7184)
H (-1.5471, 7.3034, 1.7389)
H (0.4532, 6.3288, 0.6555)
H (0.7279, 3.8694, 0.5519)
H (1.9619, 1.2464, 0.8536)
H (3.9972, 1.0638, 2.2658)
H (3.7984, 1.1735, 4.7338)
H (1.5759, 1.4193, 5.7790)
H (-0.4563, 1.5690, 4.3555)
H (-1.6181, 4.2779, -1.7488)
H (-3.3895, 5.8906, -1.1745)
H (-5.5395, 5.0910, -0.2431)
H (-5.8995, 2.6713, 0.1235)
H (-4.1110, 1.0534, -0.4541)
H (1.2231, 2.5599, -1.6751)
H (2.3821, 3.7003, -3.5700)
H (1.2440, 3.9052, -5.7563)
H (-1.0362, 2.9893, -6.0531)
H (-2.1719, 1.8694, -4.1569)
S (5.1076, -1.8449, 5.8045)
N (5.2720, -2.0985, 4.2047)
C (4.0534, -2.1442, 3.7010)
C (3.7178, -2.3854, 2.3119)
C (4.6271, -2.8228, 1.3805)
C (4.1777, -3.1168, 0.0882)
C (2.8577, -2.8652, -0.2308)
N (1.9488, -2.3725, 0.6178)
C (2.3473, -2.2247, 1.9326)
C (1.3456, -1.9768, 2.8880)
N (0.0538, -1.8482, 2.4208)
C (-0.9239, -1.8841, 3.3340)
C (-0.7212, -1.9637, 4.6964)
C (0.5903, -1.9529, 5.1852)
C (1.6296, -1.9536, 4.2883)
C (3.0239, -1.9571, 4.6776)
N (3.4849, -1.7869, 5.9022)
H (5.6622, -2.9593, 1.6680)
H (4.8431, -3.5157, -0.6645)
H (2.4994, -3.0733, -1.2279)
H (-1.9272, -1.8109, 2.9477)
H (-1.5733, -1.9731, 5.3619)
H (0.8014, -1.9437, 6.2471)
C (-1.6228, -1.0733, -5.9987)
C (-0.9128, -2.0570, -5.1005)
O (0.1169, -1.3391, -4.4006)
P (0.8809, -1.9987, -3.1576)
S (1.6625, -0.5442, -2.0900)
S (-0.2295, -3.2543, -2.0846)
O (1.9963, -2.9236, -3.8718)
C (3.0462, -2.2694, -4.6100)
C (4.3603, -2.4627, -3.8853)
H (-2.4070, -1.5846, -6.5605)
H (-0.9279, -0.6099, -6.7005)
H (-2.0759, -0.2977, -5.3824)
H (-0.4558, -2.8725, -5.6685)
H (-1.6024, -2.4797, -4.3697)
H (2.8233, -1.2063, -4.7213)
H (3.0613, -2.7223, -5.6024)
H (4.3145, -1.9764, -2.9101)
H (5.1781, -2.0226, -4.4607)
H (4.5606, -3.5260, -3.7428)
C (-3.9964, -2.0336, 0.3312)
C (-3.3581, -3.1845, 1.0615)
O (-1.9492, -3.3067, 0.7987)
C (-1.5145, -4.5616, 1.3422)
C (-0.0696, -4.8845, 1.0400)
H (-5.0523, -2.0011, 0.6088)
H (-3.9155, -2.1607, -0.7463)
H (-3.5408, -1.0842, 0.6132)
H (-3.8340, -4.1243, 0.7619)
H (-3.4965, -3.0786, 2.1443)
H (-2.1532, -5.3424, 0.9158)
H (-1.6844, -4.5452, 2.4255)
H (0.1303, -4.8241, -0.0300)
H (0.1161, -5.9097, 1.3681)
H (0.6176, -4.2297, 1.5694)

***

Here is a 11-piece molecular cluster, C45H47BF14NO34P overall in a non-equilibrium geometry from the OMol25 dataset. Energies are from ωB97M-V/def2-TZVPD.

## Properties
- Structure (SMILES): CB(O)[C@]1(C(F)(F)C(F)F)C[C@@](CC(=O)c2ccccc2)([PH2]=N)C(=O)O1.O=C1OC[C@@H](F)O1.O=C1OC[C@@H](F)O1.O=C1OC[C@@H](F)O1.O=C1OC[C@@H](F)O1.O=C1OC[C@@H](F)O1.O=C1OC[C@@H](F)O1.O=C1OC[C@@H](F)O1.O=C1OC[C@@H](F)O1.O=C1OC[C@@H](F)O1.O=C1OC[C@@H](F)O1
- LUMO energy: -0.428 eV

Atoms and positions in Å:
C (3.1192, -0.2902, 2.2237)
B (2.2166, 1.0093, 2.7652)
O (1.9611, 1.0377, 4.2307)
C (1.6860, 2.2102, 1.7209)
C (2.0830, 3.7482, 2.1272)
F (1.9520, 4.6284, 0.9183)
F (1.1694, 4.3529, 3.1590)
C (3.6082, 3.9476, 2.6943)
F (4.6576, 3.2146, 1.9477)
F (3.6685, 3.7225, 4.1871)
C (0.0203, 2.2171, 1.8708)
C (-0.6703, 1.1283, 0.8500)
C (-1.1113, -0.3508, 1.4048)
C (-2.0525, -0.3111, 2.7654)
O (-1.9985, -1.4231, 3.5498)
C (-2.9813, 1.0005, 3.2130)
C (-4.3838, 1.3907, 2.4566)
C (-5.1870, 2.7438, 2.9640)
C (-4.6874, 3.7112, 4.2080)
C (-3.2798, 3.2965, 5.0033)
C (-2.4970, 1.9616, 4.4616)
P (-2.1492, 1.6902, -0.2539)
N (-2.6337, 3.2316, 0.0674)
C (0.5861, 1.0827, -0.2512)
O (0.5602, 0.4653, -1.4652)
O (1.7920, 1.7998, 0.2813)
H (2.7889, -1.2046, 2.8777)
H (4.2452, -0.0432, 2.5326)
H (3.0117, -0.4580, 1.0694)
H (1.2366, 0.3855, 4.4621)
H (3.8615, 5.1068, 2.5627)
H (-0.1018, 2.0938, 3.0283)
H (-0.3686, 3.2367, 1.4414)
H (-0.1707, -1.0648, 1.5242)
H (-1.7767, -0.8500, 0.5503)
H (-4.7638, 0.6987, 1.5853)
H (-6.1839, 3.0174, 2.3670)
H (-5.2632, 4.6926, 4.5525)
H (-2.8215, 3.9091, 5.8933)
H (-1.4835, 1.6549, 4.9976)
H (-3.2947, 0.7964, -0.0934)
H (-1.7389, 1.7136, -1.6647)
H (-2.5011, 3.8114, -0.8120)
O (-7.9895, -0.3988, 4.0772)
C (-7.1501, -1.2716, 4.2239)
O (-6.4170, -1.4469, 5.3655)
C (-5.6653, -2.6294, 5.1798)
C (-5.5992, -2.7406, 3.6949)
F (-5.5613, -4.0359, 3.3095)
O (-6.8228, -2.1860, 3.2681)
H (-6.1908, -3.4703, 5.6446)
H (-4.6751, -2.5399, 5.6346)
H (-4.7676, -2.1917, 3.2402)
O (6.6135, -0.8845, 4.2502)
C (6.9724, -1.4240, 3.2168)
O (8.2529, -1.8388, 2.9725)
C (8.2219, -2.5231, 1.7361)
C (7.0111, -1.9521, 1.0807)
F (6.4176, -2.8677, 0.2826)
O (6.1486, -1.6799, 2.1619)
H (8.1368, -3.5995, 1.9191)
H (9.1331, -2.3360, 1.1616)
H (7.1975, -1.0314, 0.5177)
O (0.1049, 0.3738, 7.3194)
C (0.9443, -0.4990, 7.4662)
O (1.6774, -0.6742, 8.6078)
C (2.4291, -1.8567, 8.4221)
C (2.4952, -1.9680, 6.9372)
F (2.5331, -3.2632, 6.5518)
O (1.2716, -1.4133, 6.5104)
H (1.9036, -2.6976, 8.8869)
H (3.4193, -1.7673, 8.8769)
H (3.3268, -1.4190, 6.4825)
O (-2.1103, 5.2396, -2.8192)
C (-1.1989, 4.7992, -3.4999)
O (-1.3739, 4.1712, -4.7026)
C (-0.0806, 3.9367, -5.2225)
C (0.7669, 3.9436, -3.9963)
F (2.0047, 4.4144, -4.2682)
O (0.1167, 4.8658, -3.1515)
H (0.1801, 4.7378, -5.9221)
H (-0.0383, 2.9810, -5.7519)
H (0.8390, 2.9725, -3.4950)
O (7.1552, -5.5120, -1.3026)
C (6.0480, -5.5331, -1.8141)
O (5.7929, -6.0068, -3.0719)
C (4.3888, -5.9788, -3.2319)
C (3.9711, -4.9450, -2.2428)
F (2.7465, -5.2232, -1.7424)
O (4.9159, -5.0806, -1.2055)
H (3.9783, -6.9692, -3.0085)
H (4.1162, -5.7090, -4.2558)
H (3.9925, -3.9201, -2.6286)
O (2.0025, -6.2647, -4.8013)
C (0.9375, -6.5830, -4.2991)
O (0.4841, -7.8708, -4.2134)
C (-0.7084, -7.8248, -3.4558)
C (-1.1568, -6.4159, -3.6441)
F (-1.8129, -5.9684, -2.5500)
O (0.0509, -5.6986, -3.7620)
H (-0.4835, -8.0618, -2.4105)
H (-1.4387, -8.5473, -3.8300)
H (-1.7692, -6.2554, -4.5378)
O (2.3552, 3.8441, -8.4394)
C (1.2480, 3.8231, -8.9510)
O (0.9929, 3.3494, -10.2088)
C (-0.4112, 3.3774, -10.3688)
C (-0.8289, 4.4112, -9.3797)
F (-2.0535, 4.1330, -8.8793)
O (0.1159, 4.2756, -8.3424)
H (-0.8217, 2.3870, -10.1453)
H (-0.6838, 3.6472, -11.3927)
H (-0.8075, 5.4360, -9.7655)
O (5.0797, -2.7084, 11.8353)
C (5.6156, -1.7203, 11.3616)
O (6.6467, -1.0468, 11.9572)
C (7.0626, -0.0582, 11.0365)
C (5.8476, 0.1307, 10.1941)
F (6.1856, 0.4590, 8.9270)
O (5.2552, -1.1483, 10.1785)
H (7.9198, -0.4313, 10.4661)
H (7.3574, 0.8593, 11.5530)
H (5.1352, 0.8616, 10.5914)
O (-5.7975, 0.0163, -1.2506)
C (-6.8625, -0.3020, -0.7484)
O (-7.3159, -1.5898, -0.6627)
C (-8.5084, -1.5438, 0.0949)
C (-8.9568, -0.1349, -0.0934)
F (-9.6129, 0.3126, 1.0007)
O (-7.7491, 0.5824, -0.2113)
H (-8.2835, -1.7808, 1.1402)
H (-9.2387, -2.2663, -0.2793)
H (-9.5692, 0.0256, -0.9871)
O (-2.9754, 4.6310, -11.4617)
C (-3.2255, 4.1329, -12.5467)
O (-4.4905, 3.8765, -12.9999)
C (-4.3538, 3.4293, -14.3338)
C (-2.9539, 2.9182, -14.3616)
F (-2.4033, 3.0864, -15.5848)
O (-2.2788, 3.7569, -13.4517)
H (-4.5111, 4.2710, -15.0167)
H (-5.0856, 2.6501, -14.5631)
H (-2.8508, 1.8744, -14.0464)